1.
C2H8InN4O2 | the ωB97M-V functional and the def2-TZVPD basis

Calculated values
Frontier orbital gap, hartree: 0.0723
E_HOMO, eV: -20.33
Relative energy (zero: lowest compared OMol25 entry of this formula, charge and spin), kJ/mol: 295.5
Net charge: +3

Cartesian coordinates (Å):
In 0.059 -0.265 0.489
C 1.702 3.280 1.834
O 1.073 2.273 1.528
N 1.268 4.143 2.705
N 2.759 3.614 1.183
H 0.446 3.760 3.150
H 1.964 4.779 3.066
H 3.227 4.503 1.284
H 3.121 2.972 0.492
C -1.713 -3.220 -1.614
O -1.286 -2.464 -0.797
N -2.698 -4.043 -1.425
N -1.335 -3.493 -2.782
H -2.872 -4.297 -0.463
H -3.046 -4.577 -2.209
H -0.687 -2.844 -3.205
H -1.983 -4.120 -3.237


2.
C4H11FO | the ωB97M-V functional and the def2-TZVPD basis

Calculated values
Frontier orbital gap, hartree: 0.4149
SMILES string: CCF.CCO
E_HOMO, eV: -10.22
Relative energy (zero: lowest compared OMol25 entry of this formula, charge and spin), kJ/mol: 0.9
Net charge: 0

Cartesian coordinates (Å):
C -1.151 0.914 2.834
C -0.194 2.078 2.851
F 1.051 1.662 3.328
H -0.775 0.111 2.177
H -2.134 1.245 2.457
H -1.284 0.505 3.850
H -0.036 2.503 1.841
H -0.544 2.896 3.510
C 2.730 1.797 -0.330
C 2.843 0.302 -0.091
O 1.785 -0.206 0.722
H 1.758 2.035 -0.793
H 3.534 2.139 -1.003
H 2.810 2.348 0.622
H 2.758 -0.250 -1.048
H 3.826 0.055 0.354
H 1.832 0.249 1.589


3.
C32H31ClN3PRbS2 | the ωB97M-V functional and the def2-TZVPD basis

Calculated values
Frontier orbital gap, hartree: 0.2490
E_HOMO, eV: -4.61
Relative energy (zero: lowest compared OMol25 entry of this formula, charge and spin), kJ/mol: 0.0
Net charge: -1

Cartesian coordinates (Å):
Rb 0.231 0.533 -0.258
C 6.223 -0.749 -0.760
S 5.349 -1.494 0.617
C 3.920 -0.438 0.830
S 3.691 0.944 -0.135
N 3.218 -0.903 1.834
N 2.033 -0.223 2.030
C 1.677 -0.150 3.251
C 0.412 0.486 3.649
C 0.097 0.570 5.006
C -1.095 1.159 5.387
C -1.941 1.647 4.405
C -1.545 1.523 3.080
N -0.403 0.963 2.701
H 7.135 -1.338 -0.878
H 6.483 0.287 -0.556
H 5.645 -0.781 -1.681
H 2.311 -0.555 4.043
H 0.786 0.175 5.740
H -1.360 1.233 6.434
H -2.887 2.112 4.646
H -2.179 1.889 2.279
Cl -0.832 -2.103 1.312
C -1.970 -3.244 0.627
C -2.672 -4.043 1.513
C -3.595 -4.955 1.021
C -3.800 -5.059 -0.347
C -3.078 -4.257 -1.218
C -2.142 -3.332 -0.753
P -1.222 -2.176 -1.834
C -1.820 -2.585 -3.501
C -1.510 -3.754 -4.194
C -2.006 -3.959 -5.471
C -2.810 -2.994 -6.067
C -3.100 -1.817 -5.393
C -2.600 -1.606 -4.115
C 0.456 -2.907 -1.772
C 0.773 -4.149 -1.230
C 2.098 -4.542 -1.101
C 3.120 -3.696 -1.504
C 2.816 -2.459 -2.056
C 1.493 -2.071 -2.193
H -2.495 -3.938 2.574
H -4.152 -5.576 1.710
H -4.521 -5.764 -0.739
H -3.243 -4.345 -2.284
H -0.868 -4.496 -3.733
H -1.760 -4.869 -6.005
H -3.193 -3.155 -7.068
H -3.699 -1.050 -5.867
H -2.767 -0.662 -3.604
H -0.017 -4.803 -0.879
H 2.333 -5.501 -0.656
H 4.153 -3.977 -1.356
H 3.608 -1.776 -2.336
H 1.263 -1.093 -2.607
C -2.599 4.752 -3.412
C -2.458 3.367 -4.061
C -3.826 2.938 -4.614
C -1.463 3.464 -5.227
C -1.984 2.383 -3.070
C -1.584 1.535 -2.276
H -2.954 5.489 -4.140
H -1.638 5.083 -3.017
H -3.306 4.709 -2.582
H -4.191 3.656 -5.357
H -4.555 2.868 -3.805
H -3.749 1.956 -5.084
H -1.809 4.185 -5.975
H -1.345 2.490 -5.704
H -0.484 3.778 -4.863


4.
C24H38Cl3NO15Zr | the ωB97M-V functional and the def2-TZVPD basis

Calculated values
Frontier orbital gap, hartree: 0.1996
E_HOMO, eV: -13.59
Relative energy (zero: lowest compared OMol25 entry of this formula, charge and spin), kJ/mol: 222.9
Net charge: +2

Cartesian coordinates (Å):
Zr -1.154 1.813 2.034
C -0.507 2.801 -1.993
C -1.707 1.961 -2.280
C -1.092 0.987 -3.345
C -2.052 -0.189 -3.743
C -2.566 -0.963 -2.540
C -3.154 -0.051 -1.383
N -2.163 1.065 -1.103
O -2.495 1.801 0.088
C -3.322 -1.104 -0.277
C -4.580 0.424 -1.831
C -2.760 2.831 -2.910
H 0.314 2.296 -1.483
H -0.663 3.509 -1.178
H -0.136 3.434 -2.799
H -0.068 0.718 -3.087
H -1.052 1.491 -4.311
H -1.546 -0.880 -4.418
H -2.926 0.126 -4.313
H -1.725 -1.559 -2.185
H -3.344 -1.616 -2.936
H -2.389 -1.605 -0.017
H -3.914 -1.914 -0.703
H -3.748 -0.845 0.692
H -5.420 -0.027 -1.303
H -4.796 0.266 -2.887
H -4.704 1.503 -1.732
H -3.604 2.280 -3.324
H -2.340 3.444 -3.707
H -3.133 3.492 -2.127
C 1.250 -1.174 0.228
C 0.440 -0.080 0.929
O -0.530 -0.314 1.642
O 0.569 1.124 0.862
H 1.909 -0.853 -0.579
H 0.510 -1.866 -0.174
H 1.934 -1.609 0.957
C 4.277 2.276 -2.815
Cl 4.739 3.939 -2.362
Cl 3.100 2.284 -4.204
Cl 3.446 1.343 -1.581
H 5.115 1.703 -3.211
C -4.911 -1.575 4.914
C -4.362 -0.674 6.063
O -3.498 0.205 5.430
C -3.436 -0.072 4.051
O -2.712 0.517 3.251
O -4.137 -1.221 3.831
H -5.983 -1.376 4.884
H -4.733 -2.630 5.117
H -3.943 -1.238 6.897
H -5.212 -0.084 6.408
C 5.019 -3.651 -1.217
C 3.850 -2.669 -1.150
O 2.727 -3.496 -1.536
C 3.125 -4.724 -1.646
O 2.281 -5.608 -1.802
O 4.378 -4.848 -1.493
H 5.530 -3.752 -0.259
H 5.759 -3.319 -1.945
H 3.969 -1.757 -1.735
H 3.754 -2.311 -0.125
C 2.736 -4.943 3.758
C 2.413 -4.274 2.464
O 3.425 -3.308 2.284
C 4.425 -3.517 3.160
O 5.388 -2.777 3.195
O 4.027 -4.365 4.071
H 2.891 -6.020 3.697
H 1.994 -4.803 4.544
H 1.405 -3.860 2.428
H 2.566 -4.996 1.662
C 1.827 6.425 0.332
C 2.436 5.308 -0.390
O 1.857 4.161 0.167
C 0.673 4.541 0.715
O -0.107 3.732 1.156
O 0.587 5.863 0.711
H 1.810 7.364 -0.223
H 2.303 6.692 1.275
H 3.481 5.316 -0.078
H 2.380 5.484 -1.465